Here is C32H28CrN5O2S2 as an isolated structure from OMol25. Energies are from ωB97M-V/def2-TZVPD.

Each line ends with the natural charge from an NBO analysis.
Cartesian coordinates (Å):
1 Cr -1.50935 -0.62245 -0.17831  0.9942
2 C -0.67905 -1.04946 3.15619  -0.4228
3 N -0.88053 0.28735 2.58256  -0.4736
4 C 0.25807 1.15507 2.85707  -0.2207
5 C 1.60672 0.56983 2.44185  -0.1986
6 N 1.60533 0.05023 1.09740  -0.4708
7 C 1.38651 1.08644 0.10509  -0.4051
8 C 2.64975 -0.88393 0.74894  0.1402
9 C 3.90125 -0.27471 0.23866  -0.2205
10 C 4.86888 -1.03613 -0.24936  -0.1954
11 C 4.57152 -2.48113 -0.30872  -0.2352
12 C 2.68818 -3.43235 -0.13521  -0.2375
13 C 1.91124 -2.21153 0.28918  0.1749
14 S -0.70969 -2.84295 -0.19822  -0.2327
15 C -2.14519 0.83878 2.96544  0.1938
16 C -2.23300 1.95592 3.79738  -0.2736
17 C -3.45590 2.49905 4.17024  -0.2444
18 C -4.62590 1.90851 3.72500  -0.2321
19 C -4.55471 0.80864 2.88517  -0.2231
20 C -3.33845 0.26424 2.46325  -0.1998
21 S -3.38410 -1.04138 1.28570  -0.3576
22 H -0.41897 -0.97591 4.22399  0.1603
23 H 0.10742 -1.57082 2.61437  0.2130
24 H -1.58741 -1.63383 3.04328  0.2405
25 H 0.35123 1.37126 3.93406  0.1696
26 H 0.08608 2.11010 2.35428  0.1992
27 H 1.87482 -0.22760 3.13218  0.2011
28 H 2.35526 1.37259 2.58219  0.1646
29 H 2.06035 1.94900 0.24149  0.1631
30 H 0.36115 1.45986 0.16165  0.1997
31 H 1.54243 0.68393 -0.89265  0.2278
32 H 3.99895 0.80195 0.31543  0.2100
33 H 5.81154 -0.63411 -0.59967  0.2049
34 H 5.46698 -3.08478 -0.44702  0.2184
35 H 2.07521 -4.33140 -0.07649  0.2313
36 H -1.33450 2.42343 4.17202  0.2074
37 H -3.48222 3.37062 4.81234  0.2027
38 H -5.59067 2.30948 4.01104  0.2044
39 H -5.46085 0.36342 2.49378  0.2192
40 O -0.79040 0.57469 -7.04572  -0.7492
41 C -0.07387 -0.26369 -6.46763  0.7351
42 O 0.75557 -1.07700 -6.90629  -0.7372
43 C -0.24253 -0.28305 -4.92373  -0.0323
44 C 0.50992 -1.11793 -4.11995  -0.2019
45 C 0.35394 -1.07828 -2.73871  0.1831
46 N -0.56477 -0.29307 -2.15776  -0.5336
47 C -1.26998 0.54901 -2.93283  0.2110
48 C -1.13727 0.58099 -4.30656  -0.2265
49 C -2.13769 1.49878 -2.19346  0.1655
50 C -2.76941 2.56623 -2.82384  -0.2250
51 C -3.50663 3.45700 -2.06902  -0.1432
52 C -3.59551 3.26756 -0.69906  -0.2606
53 C -2.95538 2.17728 -0.14445  0.0777
54 N -2.24256 1.30769 -0.86770  -0.5111
55 C 1.26268 -1.81517 -1.82221  0.1540
56 C 2.53418 -2.12102 -2.18253  -0.2316
57 C 3.45158 -2.99237 -1.35320  -0.2330
58 C 3.72290 -3.05892 0.91909  -0.2071
59 C 2.69100 -2.10896 1.60228  -0.2074
60 N 0.77124 -1.94448 -0.50177  -0.5960
61 H 1.21312 -1.78722 -4.59460  0.2547
62 H -1.69686 1.24504 -4.94943  0.2477
63 H -2.66986 2.69817 -3.89012  0.2348
64 H -4.00088 4.29382 -2.54563  0.2170
65 H -4.15509 3.93971 -0.06425  0.2248
66 H -3.01653 1.97997 0.91546  0.2314
67 H 2.86417 -1.80700 -3.16445  0.2193
68 H 3.87866 -3.77063 -1.98874  0.2136
69 H 4.23781 -3.78028 1.54693  0.2092
70 H 2.43004 -2.14215 2.65434  0.2201

Its net charge is -1. The calculation puts the HOMO-LUMO gap (spin up / spin down) at 6.8 / 6.8 eV. The spin multiplicity is 5. Its highest occupied orbital energy (spin up / spin down) is -4.86 / -4.94 eV. For the LUMO energy (spin up / spin down), the calculation gives 1.98 / 1.87 eV.

***

Here is C5H5Br15 as an isolated structure at a distorted geometry from OMol25. Energies are from ωB97M-V/def2-TZVPD.

Each line ends with the natural charge from an NBO analysis.
Cartesian coordinates (Å):
1 C -2.18245 -2.54655 -3.95841  -0.4410
2 Br -4.00594 -1.87120 -3.58756  0.0757
3 Br -1.67787 -3.31190 -5.80695  0.0575
4 Br -1.70888 -3.77007 -2.48591  0.0850
5 H -1.64548 -1.61689 -3.77003  0.2132
6 C 1.55229 4.00832 -0.41877  -0.4537
7 Br 2.34939 2.20040 -0.63160  0.0283
8 Br 0.04782 3.55337 0.65985  0.1156
9 Br 1.02606 4.65320 -2.23727  0.0765
10 H 2.31236 4.62012 0.06713  0.2298
11 C 4.19480 1.46481 3.00547  -0.4218
12 Br 3.21809 1.07519 4.68116  0.0917
13 Br 3.73787 3.35713 2.41679  0.0359
14 Br 3.72615 0.14665 1.59279  0.0828
15 H 5.25917 1.46431 3.24044  0.2240
16 C 0.57383 -0.98584 -0.56959  -0.4515
17 Br 0.46650 -2.92064 0.14599  0.0420
18 Br -0.80554 0.10677 0.26609  0.0769
19 Br 0.63531 -0.84047 -2.51676  0.1195
20 H 1.42725 -0.57068 -0.03348  0.2185
21 C -3.57169 -1.61213 1.98733  -0.4320
22 Br -4.39862 -1.43837 3.81978  0.0601
23 Br -4.75698 -0.79341 0.54104  0.0396
24 Br -3.02843 -3.46882 1.65406  0.1109
25 H -2.74498 -0.90342 1.93851  0.2165

Its net charge is 0. The calculation puts the HOMO-LUMO gap at 9.2 eV. Its highest occupied orbital energy is -10.08 eV. For the LUMO energy, the calculation gives -0.92 eV. The value obtained for the energy relative to the best compared isomer or geometry (same formula, charge and spin) is 42.2 kcal/mol.

***

Here is CHCdO3 as an isolated structure at a distorted geometry from OMol25. Energies are from ωB97M-V/def2-TZVPD.

Each line ends with the natural charge from an NBO analysis.
Cartesian coordinates (Å):
1 H -0.61000 -1.39586 0.14351  0.5575
2 O 0.28833 1.33273 0.16168  -0.8375
3 O -1.61731 0.11250 -0.02383  -0.6678
4 O 0.27540 -0.80666 -0.12249  -0.8720
5 C -0.42460 0.37715 -0.26550  0.9181
6 Cd 2.08819 0.38014 0.10662  0.9018

Its net charge is 0. The calculation puts the HOMO-LUMO gap (spin up / spin down) at 8.7 / 8.5 eV. The spin multiplicity is 2. Its highest occupied orbital energy (spin up / spin down) is -8.43 / -10.32 eV. For the LUMO energy (spin up / spin down), the calculation gives 0.28 / -1.87 eV.